[1]
18
Properties=species:S:1:pos:R:3:forces:R:3:lowdin_charge:R:1 method="wB97M-V/def2-TZVPD" smiles="CCN(C)C=O.O" charge=0 homo_ev=-8.90 gap_ha=0.35116 max_force_ha_per_bohr=0.117 lumo_energy_ev=0.7 total_energy_ha=-364.1667
C -0.6149 0.4063 -0.5995 -1.42 3.83 0.32 -0.334
N 0.4807 0.6541 0.1853 0.48 -2.72 0.76 -0.115
C 1.0126 -0.7164 0.5472 1.11 -0.98 0.41 -0.214
C 1.5427 -1.0028 1.9634 4.46 0.90 -3.42 -0.102
C 0.6395 1.8299 1.1540 -3.95 -2.28 0.29 0.001
O -1.5452 1.2077 -0.4867 -0.31 -0.97 -0.96 -0.016
H -0.6314 -0.3477 -1.4254 0.71 0.18 1.38 0.103
H 0.2180 -1.4951 0.4424 0.42 0.79 -0.39 0.117
H 1.8773 -1.0350 -0.0763 -0.76 0.48 -0.27 0.114
H 1.7753 -2.0663 2.0394 0.16 0.26 0.08 0.084
H 0.9191 -0.7145 2.6442 -4.21 1.13 4.18 -0.012
H 2.4359 -0.3216 2.2255 -0.76 -1.38 -0.68 0.108
H 1.4080 2.3098 0.6771 2.21 1.73 0.10 0.050
H 0.6995 1.3901 2.1568 1.12 0.35 -0.29 0.072
H -0.2698 2.5031 1.3229 0.99 -1.07 -1.21 0.107
H -1.7640 -2.5335 -2.9655 0.28 0.56 0.33 0.053
H -1.9520 -0.9853 -2.8423 0.96 -1.52 0.65 0.085
O -1.3998 -1.7557 -2.4991 -1.48 0.72 -1.26 -0.102

[2]
18
Properties=species:S:1:pos:R:3:forces:R:3:lowdin_charge:R:1 method="wB97M-V/def2-TZVPD" smiles=CNC(CO)CO charge=0 homo_ev=-8.90 gap_ha=0.35268 max_force_ha_per_bohr=0.082 lumo_energy_ev=0.7 total_energy_ha=-364.1539
C -2.0237 -0.0159 -1.1433 -1.24 2.28 -3.29 -0.185
N -1.4038 0.2755 0.1242 2.23 1.66 -0.65 -0.081
C 0.1394 0.3493 0.2322 -2.36 -1.64 -0.28 -0.268
C 0.7042 1.0333 1.4835 -2.76 1.66 -0.38 -0.236
O 2.0337 1.4623 1.3051 -1.74 1.61 2.57 -0.008
C 0.7373 -1.0494 -0.0075 3.28 0.71 0.41 -0.192
O 1.5983 -0.9266 -1.1918 0.35 -2.53 -0.72 -0.128
H -3.1134 0.4940 -1.2712 2.14 -1.57 0.93 0.109
H -2.0539 -1.0451 -1.6192 0.09 0.71 1.13 0.073
H -1.5460 0.6211 -1.9888 -0.15 -1.00 1.49 0.093
H -1.7384 -0.3028 0.8206 -0.89 -1.37 1.71 0.064
H 0.4364 0.9142 -0.6030 0.38 0.90 -1.17 0.118
H 0.4918 0.4047 2.3178 0.81 -1.00 0.96 0.096
H -0.0048 1.9102 1.7803 1.52 -0.90 -1.03 0.150
H 2.4549 0.9679 0.6653 1.33 -1.84 -2.21 0.037
H 0.1076 -1.8643 -0.1654 -1.82 -0.89 -0.27 0.086
H 1.3690 -1.3741 0.8796 -0.41 0.48 -0.80 0.131
H 1.8112 -1.8542 -1.6185 -0.76 2.74 1.59 0.141

[3]
18
Properties=species:S:1:pos:R:3:forces:R:3:lowdin_charge:R:1 method="wB97M-V/def2-TZVPD" charge=0 homo_ev=-9.59 gap_ha=0.37789 max_force_ha_per_bohr=0.062 lumo_energy_ev=0.7 total_energy_ha=-364.2293
O 1.4015 0.3289 -2.1213 1.59 0.75 2.29 -0.084
C 2.3099 0.0677 -1.1792 -1.05 -0.94 -0.09 -0.428
O 2.1277 0.1526 0.0421 0.53 0.33 -1.46 -0.040
H 3.2432 -0.3756 -1.5544 0.09 0.18 -0.16 0.120
C -0.5813 0.7551 0.4671 0.00 -0.84 0.05 -0.219
C -0.9225 -0.7497 0.1446 0.49 1.08 1.32 -0.228
C -0.9446 -1.5891 1.4609 -0.77 -0.63 -0.48 -0.112
N -0.2784 1.5709 -0.7818 0.23 1.82 2.62 0.054
H -1.3438 1.2187 1.1305 0.05 -0.15 -0.83 0.117
H 0.3453 0.7832 1.0475 -0.21 -0.13 -0.27 0.089
H -0.1289 -1.1663 -0.4634 -0.01 0.14 -0.42 0.084
H -1.8814 -0.7764 -0.3864 0.16 -0.28 0.11 0.103
H 0.0437 -1.6835 1.9726 -0.79 0.38 -0.49 0.085
H -1.7301 -1.2254 2.1432 0.52 0.14 0.03 0.064
H -1.2957 -2.6251 1.2227 0.48 0.69 0.07 0.074
H 0.7136 1.0527 -1.4090 -0.76 -0.94 -1.21 0.049
H -1.1023 1.7461 -1.3446 -0.05 -0.18 -0.13 0.117
H 0.0240 2.5152 -0.3909 -0.51 -1.43 -0.95 0.154

[4]
18
Properties=species:S:1:pos:R:3:forces:R:3:lowdin_charge:R:1 method="wB97M-V/def2-TZVPD" charge=0 homo_ev=-8.40 gap_ha=0.34143 max_force_ha_per_bohr=0.124 lumo_energy_ev=0.9 total_energy_ha=-364.0777
C 0.2551 -0.7291 0.0817 -6.02 0.89 -1.86 -0.364
C 0.5458 0.5732 0.5938 6.16 0.61 1.59 -0.081
C -1.3211 -0.1057 -0.7783 1.93 -2.60 0.60 -0.147
C -2.4993 0.1210 0.1397 0.11 0.04 0.13 -0.144
N 2.3532 0.3353 0.7158 -2.67 1.26 -0.14 -0.063
O 2.8711 0.8938 -0.5121 -0.08 -0.15 0.51 -0.140
O 1.0237 -1.3310 -0.8726 0.65 -0.21 -0.68 -0.023
H 3.0051 0.1142 -1.0670 -0.16 0.08 0.15 0.068
H 1.5649 -2.0080 -0.4488 -0.03 0.17 -0.02 0.110
H 2.6060 1.0511 1.3985 0.18 -0.03 -0.20 0.067
H -0.1302 -1.4326 0.8243 0.22 0.11 0.01 0.137
H 0.2482 0.7223 1.6257 -0.30 0.01 0.03 0.107
H 0.4631 1.4824 0.0054 0.01 -0.31 -0.25 0.102
H -1.4551 -0.9734 -1.4229 -0.38 0.05 -0.16 0.080
H -1.0877 0.7469 -1.4139 0.33 0.02 0.23 0.087
H -2.6233 -0.7071 0.8410 0.00 0.03 -0.01 0.070
H -2.3879 1.0412 0.7148 -0.02 0.00 0.08 0.065
H -3.4316 0.2055 -0.4252 0.07 0.03 -0.02 0.069

[5]
18
Properties=species:S:1:pos:R:3:forces:R:3:lowdin_charge:R:1 method="wB97M-V/def2-TZVPD" smiles=N[C@H](CO)CCO charge=0 homo_ev=-8.91 gap_ha=0.35824 max_force_ha_per_bohr=0.099 lumo_energy_ev=0.8 total_energy_ha=-364.1779
C -0.2834 1.9437 -0.1123 -0.73 -0.55 -0.99 -0.275
O -0.3940 2.9181 0.8921 0.38 -0.17 0.27 -0.044
C -0.2044 0.4735 0.3575 -0.73 0.74 -0.17 -0.338
C 0.6641 -0.3127 -0.7533 -0.82 -1.00 2.55 -0.102
C 1.1786 -1.6955 -0.1886 2.09 -0.61 -0.51 -0.267
O 0.1668 -2.6855 -0.3189 -0.45 -0.52 0.47 -0.108
N -1.5813 -0.0680 0.4506 -1.94 4.04 2.46 0.024
H 0.5889 2.1433 -0.6718 1.43 0.47 -0.31 0.084
H -1.0752 2.0870 -0.8903 0.16 -0.46 0.75 0.136
H -1.3147 3.1229 0.9413 -0.81 0.37 0.37 0.069
H 0.1963 0.5059 1.4025 0.65 -0.25 -1.03 0.142
H 0.0979 -0.4430 -1.6853 -0.19 -0.26 0.45 0.123
H 1.4948 0.3074 -1.0365 0.59 0.20 0.23 0.090
H 2.0475 -2.1176 -0.8032 -0.79 1.12 0.44 0.116
H 1.6466 -1.6701 0.8803 -1.25 0.44 -1.53 0.135
H -1.5518 -0.9909 0.3260 0.02 -4.65 -0.66 -0.029
H 0.5273 -3.5870 -0.1736 -0.20 1.09 -0.07 0.100
H -2.2041 0.0684 1.3832 2.61 0.01 -2.72 0.147

[6]
18
Properties=species:S:1:pos:R:3:forces:R:3:lowdin_charge:R:1 method="wB97M-V/def2-TZVPD" smiles=C[C@H](O)[C@H](N)CO charge=0 homo_ev=-9.50 gap_ha=0.37816 max_force_ha_per_bohr=0.009 lumo_energy_ev=0.8 total_energy_ha=-364.2220
C 1.3856 0.3467 -0.0136 0.34 -0.20 0.23 -0.225
O 2.5883 -0.0268 0.6511 -0.15 -0.27 -0.23 -0.064
C 0.1944 -0.5727 0.2844 0.36 0.03 -0.10 -0.364
C -1.1233 0.0312 -0.2112 0.03 -0.39 -0.13 -0.427
C -1.0829 0.4342 -1.6687 -0.20 -0.30 0.07 -0.046
O -1.5409 1.1423 0.5615 0.05 0.19 0.02 -0.025
N 0.1924 -0.9390 1.6914 0.03 -0.34 -0.19 0.058
H 1.5788 0.3995 -1.0851 -0.21 0.00 -0.12 0.116
H 1.1610 1.3540 0.3271 0.01 0.21 0.07 0.125
H 2.7864 -0.9438 0.4058 -0.07 0.32 0.21 0.092
H 0.3209 -1.5011 -0.2915 0.07 0.06 0.11 0.148
H -1.8618 -0.7761 -0.1225 -0.17 0.09 0.21 0.137
H -2.0803 0.7365 -1.9715 -0.03 0.27 -0.10 0.083
H -0.8042 -0.4097 -2.2964 0.10 -0.15 -0.04 0.086
H -0.3694 1.2282 -1.8229 0.05 0.39 -0.16 0.074
H -0.9627 1.2284 1.3272 -0.16 -0.05 0.01 0.074
H -0.5689 -1.5700 1.8983 -0.10 0.10 0.13 0.081
H 0.1866 -0.1621 2.3366 0.05 0.05 0.00 0.077

[7]
18
Properties=species:S:1:pos:R:3:forces:R:3:lowdin_charge:R:1 method="wB97M-V/def2-TZVPD" smiles="C=CC(=C)N.O.O" charge=0 homo_ev=-8.03 gap_ha=0.32295 max_force_ha_per_bohr=0.080 lumo_energy_ev=0.8 total_energy_ha=-364.1427
N 0.2377 0.3617 -1.8007 0.53 -0.19 2.44 0.054
C 0.6676 -0.8293 -1.1054 0.19 -2.11 -2.07 -0.396
C 0.6175 -2.1557 -1.6547 -1.87 3.46 1.18 0.003
C 2.4289 -0.6897 0.7657 -1.05 -0.42 -0.45 0.015
C 1.1779 -0.4984 0.2777 1.59 -1.55 0.17 -0.173
H 0.3887 0.5069 -2.8077 -0.02 -0.26 1.15 0.094
H 0.3674 1.1685 -1.1165 -0.27 -1.14 -2.12 0.112
H -0.1904 -2.3251 -2.4435 1.72 0.17 0.73 0.057
H 0.9091 -2.9985 -1.0218 -0.02 0.41 -0.31 0.031
H 2.6396 -0.3625 1.7997 -0.07 -0.53 -0.64 0.058
H 3.1640 -1.3147 0.2284 -0.08 1.04 0.09 0.066
H 0.4370 -0.3558 1.0432 -0.46 1.17 -0.15 0.068
H -2.0702 -0.6931 1.9219 0.43 1.58 -1.29 0.084
H -1.6714 -0.7914 0.5003 0.18 -0.16 -0.93 0.009
O -1.8112 -0.0999 1.1427 -0.81 -1.49 2.19 -0.085
H -2.8773 3.6687 0.7781 1.68 -0.24 0.45 0.056
H -2.4007 3.7988 2.2056 1.23 -0.45 -1.72 0.065
O -2.0143 3.6095 1.2869 -2.88 0.71 1.26 -0.121

[8]
18
Properties=species:S:1:pos:R:3:forces:R:3:lowdin_charge:R:1 method="wB97M-V/def2-TZVPD" smiles="CC[C@@H](N)C=O.O" charge=0 homo_ev=-9.54 gap_ha=0.37284 max_force_ha_per_bohr=0.083 lumo_energy_ev=0.6 total_energy_ha=-364.1839
O 1.6658 0.9079 1.2865 -2.67 -3.04 1.27 0.003
C 0.8245 -0.0040 1.5092 2.74 1.34 -0.41 -0.203
C -0.2985 -0.2694 0.5382 -1.22 2.29 -0.44 -0.386
C 0.0177 -1.4724 -0.3233 -0.95 0.15 -1.37 -0.230
C -1.1735 -1.8308 -1.2076 -1.85 -1.47 2.22 -0.109
N -1.7109 -0.1370 1.1529 1.10 0.56 0.70 0.025
H 0.9483 -0.8002 2.3676 -0.12 1.54 -1.04 0.151
H -0.2092 0.5443 -0.2524 -0.48 -0.35 1.39 0.141
H 0.8164 -1.2078 -1.0179 0.41 0.14 0.45 0.115
H 0.3312 -2.3085 0.2442 0.30 -1.08 0.61 0.095
H -1.6235 -1.0489 -1.7878 0.11 0.58 -0.21 0.070
H -1.9806 -2.2247 -0.5210 0.40 0.93 -0.44 0.083
H -1.1096 -2.7280 -1.7840 1.03 -0.37 -0.90 0.056
H -1.8142 0.8201 1.6446 0.40 -2.31 -1.02 0.106
H -2.0138 -0.9068 1.8023 0.81 1.13 -0.83 0.080
H 0.7517 1.5895 -2.4879 0.69 2.78 0.96 0.077
H 1.5688 2.7278 -1.6287 -0.17 -0.61 -0.15 0.028
O 0.8454 2.5873 -2.2550 -0.53 -2.20 -0.78 -0.106